[1]
{
  "formula": "C15H27IN2O5PPdS",
  "method": "ωB97M-V/def2-TZVPD",
  "elements": ["Pd", "O", "S", "O", "O", "O", "C", "C", "C", "P", "C", "C", "C", "C", "C", "C", "H", "H", "H", "H", "H", "H", "H", "H", "H", "H", "H", "H", "H", "H", "H", "H", "H", "H", "H", "H", "H", "N", "C", "O", "C", "C", "C", "C", "N", "C", "H", "H", "H", "H", "H", "H", "I"],
  "positions_angstrom": [[-0.071, -0.313, -0.275], [0.457, 3.510, -0.718], [0.442, 2.136, -0.224], [1.134, 2.021, 1.059], [-0.972, 1.656, -0.058], [1.112, 1.233, -1.226], [3.986, 0.862, 1.708], [2.995, 0.154, 2.636], [2.378, 1.192, 3.578], [1.701, -0.729, 1.615], [0.719, -1.687, 2.908], [1.423, -2.055, 4.213], [-0.598, -0.954, 3.192], [2.685, -2.126, 0.806], [3.931, -2.632, 1.530], [3.030, -1.750, -0.640], [4.716, 1.420, 2.301], [3.435, 1.563, 1.080], [4.533, 0.168, 1.071], [3.506, -0.619, 3.218], [1.837, 1.925, 2.987], [3.173, 1.698, 4.133], [1.692, 0.754, 4.302], [0.481, -2.623, 2.397], [1.669, -1.185, 4.820], [2.340, -2.616, 4.028], [0.756, -2.688, 4.805], [-0.437, -0.117, 3.874], [-1.326, -1.635, 3.640], [-1.029, -0.552, 2.275], [1.966, -2.949, 0.766], [4.719, -1.880, 1.566], [4.324, -3.498, 0.991], [3.707, -2.952, 2.548], [3.786, -0.963, -0.682], [2.151, -1.385, -1.171], [3.409, -2.623, -1.178], [-1.247, 4.133, -3.714], [-2.335, 3.423, -4.044], [-3.174, 3.806, -4.855], [-2.478, 2.085, -3.371], [-3.755, 1.663, -3.038], [-3.915, 0.441, -2.419], [-2.789, -0.317, -2.149], [-1.550, 0.059, -2.465], [-1.404, 1.244, -3.072], [-1.190, 5.056, -4.111], [-0.686, 3.950, -2.870], [-4.604, 2.294, -3.271], [-4.897, 0.068, -2.161], [-2.885, -1.287, -1.676], [-0.396, 1.526, -3.339], [-0.857, -2.736, -0.220]],
  "lowdin_spin": [1.242, 0.029, -0.003, 0.005, 0.148, 0.139, 0.001, 0.037, 0.001, 0.142, 0.011, 0.004, 0.000, 0.014, 0.004, 0.003, 0.000, 0.000, 0.000, 0.006, 0.000, 0.000, 0.000, 0.000, 0.000, 0.000, 0.001, 0.000, 0.000, -0.001, 0.000, 0.000, 0.001, 0.000, 0.000, 0.000, 0.000, 0.000, 0.000, 0.000, 0.001, 0.003, 0.000, 0.006, 0.037, 0.005, 0.000, 0.000, 0.000, 0.000, 0.000, 0.000, 0.162],
  "multiplicity": 3,
  "e_lumo_ev": [2.5, 1.7],
  "gap_ev": [7.45, 7.41],
  "e_homo_ev": [-4.9, -5.7],
  "total_charge": -1,
  "molar_mass_da": 611.8
}

***

[2]
{
  "formula": "C29H31BInN6OPS2",
  "method": "ωB97M-V/def2-TZVPD",
  "elements": ["In", "O", "N", "C", "C", "C", "C", "C", "C", "C", "P", "C", "C", "C", "C", "C", "C", "C", "C", "C", "C", "C", "C", "H", "H", "H", "H", "H", "H", "H", "H", "H", "H", "H", "H", "H", "H", "H", "H", "C", "N", "C", "C", "N", "B", "N", "C", "C", "N", "C", "C", "S", "C", "S", "H", "H", "H", "H", "H", "H", "H", "H", "H", "H", "H", "H", "C", "C", "N", "H", "H", "H"],
  "positions_angstrom": [[-0.430, -0.682, 0.517], [2.892, -0.148, -0.180], [2.890, -0.528, 1.191], [2.831, 0.519, 1.911], [2.814, 1.978, 1.504], [3.685, 2.845, 2.221], [3.531, 4.212, 2.193], [2.552, 4.748, 1.331], [1.696, 3.913, 0.626], [1.794, 2.521, 0.732], [0.524, 1.587, -0.131], [0.857, 1.444, -1.869], [1.853, 2.203, -2.487], [1.904, 2.182, -3.893], [1.177, 1.255, -4.606], [0.283, 0.367, -3.970], [0.123, 0.482, -2.586], [-0.887, 2.614, 0.153], [-1.508, 3.398, -0.848], [-2.615, 4.133, -0.551], [-3.136, 4.144, 0.722], [-2.526, 3.411, 1.731], [-1.457, 2.563, 1.402], [3.124, -0.953, -0.581], [2.921, 0.303, 3.000], [4.489, 2.427, 2.854], [4.230, 4.888, 2.724], [2.380, 5.797, 1.172], [0.955, 4.313, -0.015], [2.433, 2.959, -1.948], [2.748, 2.740, -4.322], [1.328, 1.198, -5.679], [-0.286, -0.321, -4.583], [-0.558, -0.236, -2.167], [-1.056, 3.351, -1.863], [-3.090, 4.657, -1.324], [-3.913, 4.834, 0.987], [-2.844, 3.434, 2.723], [-1.009, 1.936, 2.205], [2.647, -4.872, -0.463], [1.331, -4.830, 0.249], [0.870, -5.748, 1.153], [-0.449, -5.363, 1.453], [-0.688, -4.186, 0.728], [-1.929, -3.267, 0.982], [-2.675, -2.828, -0.347], [-2.978, -3.793, -1.340], [-3.400, -3.127, -2.449], [-3.378, -1.774, -2.109], [-3.668, -0.679, -2.990], [-2.929, -1.668, -0.865], [-2.814, -0.174, -0.037], [0.425, -3.882, 0.013], [0.673, -2.437, -0.994], [3.134, -5.829, -0.244], [3.256, -4.105, -0.109], [2.535, -4.707, -1.541], [1.373, -6.568, 1.429], [-1.165, -5.855, 1.994], [-2.672, -3.742, 1.733], [-1.445, -2.179, 1.475], [-2.846, -4.850, -1.210], [-3.621, -3.538, -3.393], [-4.482, -0.027, -2.649], [-4.079, -1.051, -3.983], [-2.841, -0.014, -3.152], [0.270, 0.265, 5.177], [-0.014, -0.172, 3.852], [-0.035, -0.452, 2.747], [1.353, 0.431, 5.290], [-0.136, -0.549, 5.819], [-0.324, 1.081, 5.483]],
  "lowdin_charge": [0.404, -0.103, 0.037, -0.141, -0.171, -0.023, -0.035, -0.025, -0.068, -0.288, 1.023, -0.374, -0.043, -0.051, -0.050, -0.036, -0.141, -0.437, -0.059, -0.060, -0.036, -0.032, -0.137, 0.040, 0.131, 0.134, 0.133, 0.115, 0.100, 0.120, 0.126, 0.118, 0.115, 0.022, 0.130, 0.106, 0.118, 0.096, 0.096, 0.023, -0.094, 0.025, 0.032, 0.004, -0.398, 0.005, 0.003, 0.015, -0.093, -0.026, -0.769, 0.790, -0.615, 0.747, 0.110, 0.065, 0.097, 0.094, 0.103, 0.092, 0.027, 0.133, 0.125, 0.101, 0.132, 0.069, 0.006, -0.157, 0.163, 0.118, 0.128, 0.089],
  "e_lumo_ev": -5.2,
  "gap_ev": 8.44,
  "e_homo_ev": -13.7,
  "total_charge": 2,
  "molar_mass_da": 700.3
}

***

[3]
{
  "formula": "C4H7Br",
  "method": "ωB97M-V/def2-TZVPD",
  "elements": ["C", "C", "C", "C", "Br", "H", "H", "H", "H", "H", "H", "H"],
  "positions_angstrom": [[-0.078, -1.618, 0.138], [-0.158, -0.333, -0.039], [-1.084, 0.656, -0.573], [1.873, 0.545, 0.858], [3.249, -0.294, -0.101], [0.795, -2.097, 0.552], [-0.878, -2.293, -0.146], [-1.059, 1.583, -0.003], [-0.831, 0.877, -1.611], [-2.101, 0.255, -0.539], [1.790, 1.601, 0.651], [1.808, 0.242, 1.889]],
  "lowdin_charge": [-0.044, -0.191, -0.113, -0.552, 0.578, 0.038, 0.063, 0.075, 0.084, 0.083, -0.013, -0.008],
  "e_lumo_ev": 0.6,
  "gap_ev": 8.81,
  "e_homo_ev": -8.3,
  "total_charge": 0,
  "molar_mass_da": 135.0
}

***

[4]
{
  "formula": "CHF3N2",
  "method": "ωB97M-V/def2-TZVPD",
  "elements": ["C", "N", "N", "F", "F", "F", "H"],
  "positions_angstrom": [[-0.203, 0.081, 0.101], [2.725, 0.521, 0.166], [-1.264, 0.058, -0.388], [2.951, -0.737, 0.485], [-1.667, 0.111, -1.653], [-2.792, -0.013, 0.278], [0.250, -0.021, 1.010]],
  "lowdin_charge": [0.144, 0.147, -0.104, -0.119, 0.081, -0.197, 0.048],
  "e_lumo_ev": [-1.4, -1.4],
  "gap_ev": [9.13, 9.24],
  "e_homo_ev": [-10.5, -10.7],
  "total_charge": 0,
  "molar_mass_da": 98.0
}

***

For the records above, the corresponding relative energy (zero: lowest compared OMol25 entry of this formula, charge and spin) values read 1.408, 0.711, 3.338, 12.465 eV.
For the records above, the corresponding E values read -2238.7426, -2879.7144, -2730.4855, -447.3980 a.u..